Entry 1:
The following is a DFT calculation (ωB97M-V/def2-TZVPD) of a 2-piece molecular cluster, C5H12O2 overall.

Last column: Löwdin charge in e.
CARTESIAN COORDINATES (ANGSTROEM)
C -1.323 -0.473 1.543  -0.10
O -0.089 -0.361 0.856  -0.22
C -0.154 0.414 -0.358  -0.44
C -0.710 1.815 -0.122  -0.06
C 1.253 0.518 -0.943  -0.06
C 1.741 -2.238 -0.925  -0.03
O 0.460 -2.446 -0.753  -0.08
H -1.652 0.491 1.950  0.08
H -1.167 -1.164 2.375  0.10
H -2.117 -0.868 0.890  0.10
H -0.810 -0.129 -1.059  0.15
H -0.094 2.350 0.611  0.10
H -1.749 1.821 0.219  0.07
H -0.673 2.366 -1.066  0.08
H 1.969 0.753 -0.149  0.10
H 1.275 1.321 -1.681  0.09
H 1.592 -0.375 -1.487  0.02
H 2.121 -1.757 0.019  0.01
H 0.128 -2.037 0.080  0.07

Computed properties:
total charge	0
HOMO-LUMO gap	9.15	eV
HOMO level	-8.34	eV

Entry 2:
The following is a DFT calculation (ωB97M-V/def2-TZVPD) of the molecule C5H12O2.

Last column: Löwdin charge in e.
CARTESIAN COORDINATES (ANGSTROEM)
C 2.609 0.248 -0.955  -0.10
O 1.304 0.601 -0.565  -0.22
C 0.554 -0.466 -0.011  -0.20
C -0.930 -0.110 -0.083  -0.35
C -1.796 -1.332 0.224  -0.07
C -1.274 1.049 0.857  -0.25
O -0.625 2.255 0.535  -0.06
H 2.588 -0.600 -1.657  0.09
H 3.037 1.116 -1.462  0.09
H 3.242 -0.022 -0.097  0.09
H 0.756 -1.390 -0.576  0.13
H 0.861 -0.644 1.036  0.14
H -1.123 0.222 -1.111  0.15
H -2.858 -1.084 0.121  0.08
H -1.636 -1.698 1.245  0.08
H -1.582 -2.155 -0.466  0.08
H -2.352 1.246 0.807  0.12
H -1.053 0.735 1.895  0.13
H 0.278 2.029 0.262  0.07

Computed properties:
total charge	0
HOMO-LUMO gap	10.82	eV
HOMO level	-9.86	eV
SMILES	COC[C@@H](C)CO

Values for ΔE to the lowest compared entry with this formula, charge and spin, kJ/mol, ordered as above
406.3, 111.4
Values for DFT total energy, a.u., ordered as above
-348.05008, -348.16240